Computed, not measured: C27H81O36P9 as an isolated structure at a distorted geometry, with ωB97M-V/def2-TZVPD.

```
! wB97M-V def2-TZVPD RIJCOSX def2/J DEFGRID3
* xyz 0 1
C 3.497 3.362 -3.072
O 2.451 2.470 -2.650
P 1.067 2.492 -3.443
O 0.390 3.742 -3.741
O 1.230 1.604 -4.739
C 1.673 0.292 -4.880
O 0.234 1.546 -2.478
C -0.984 2.049 -1.890
H 3.223 3.921 -3.947
H 4.359 2.744 -3.121
H 3.512 4.044 -2.230
H 1.603 0.054 -5.908
H 1.012 -0.370 -4.307
H 2.658 0.109 -4.476
H -0.795 2.220 -0.801
H -1.788 1.325 -2.011
H -1.253 3.020 -2.312
C -1.534 2.286 2.762
O -2.620 3.128 2.527
P -3.969 2.749 1.653
O -5.053 3.713 1.677
O -4.475 1.280 1.976
C -5.543 1.041 2.933
O -3.370 2.558 0.216
C -4.229 2.097 -0.823
H -0.576 2.896 2.732
H -1.533 1.516 2.021
H -1.589 1.797 3.751
H -5.336 1.696 3.744
H -5.413 0.009 3.342
H -6.487 1.227 2.445
H -5.210 1.824 -0.496
H -3.715 1.284 -1.237
H -4.300 2.917 -1.591
C 1.452 5.042 3.794
O 1.300 4.998 2.338
P 2.490 5.582 1.386
O 3.859 5.151 1.712
O 2.216 7.176 1.556
C 3.309 8.130 1.395
O 2.044 5.218 -0.114
C 0.606 5.392 -0.333
H 0.614 4.445 4.239
H 1.359 6.069 4.082
H 2.426 4.540 4.043
H 3.173 8.952 2.094
H 3.148 8.594 0.449
H 4.280 7.635 1.413
H 0.441 4.869 -1.222
H 0.343 6.460 -0.429
H 0.007 4.890 0.409
C 5.689 2.230 1.518
O 4.726 1.252 2.024
P 5.341 -0.151 2.123
O 6.102 -0.579 0.958
O 6.276 -0.138 3.458
C 7.434 -0.961 3.356
O 3.990 -1.027 2.432
C 3.065 -0.686 3.430
H 5.814 1.955 0.422
H 6.624 2.096 2.070
H 5.308 3.250 1.621
H 7.929 -0.925 2.373
H 7.141 -1.977 3.519
H 8.117 -0.568 4.088
H 2.110 -1.125 3.180
H 2.928 0.407 3.467
H 3.439 -1.082 4.409
C -1.250 1.420 -7.126
O -1.670 0.637 -6.002
P -2.677 1.467 -5.120
O -3.050 0.815 -3.836
O -3.966 1.860 -6.068
C -4.898 0.821 -6.495
O -1.988 2.857 -4.982
C -2.736 3.898 -4.335
H -1.977 2.065 -7.593
H -0.819 0.711 -7.811
H -0.322 1.945 -6.690
H -5.732 1.255 -7.028
H -5.180 0.145 -5.650
H -4.387 0.217 -7.217
H -3.036 4.670 -5.018
H -2.021 4.336 -3.660
H -3.667 3.556 -3.894
C -3.027 -4.685 -2.528
O -2.809 -4.482 -1.155
P -1.992 -5.457 -0.230
O -1.654 -4.962 1.137
O -2.946 -6.711 -0.315
C -2.781 -7.779 0.592
O -0.751 -5.877 -1.089
C 0.574 -5.337 -0.855
H -2.102 -4.799 -3.048
H -3.484 -3.746 -2.864
H -3.689 -5.545 -2.703
H -2.549 -7.384 1.609
H -1.850 -8.437 0.309
H -3.713 -8.335 0.620
H 0.453 -4.376 -0.400
H 1.017 -5.215 -1.813
H 1.092 -6.014 -0.236
C -2.931 -0.485 6.705
O -2.446 -1.818 6.251
P -3.566 -2.716 5.651
O -4.447 -2.039 4.646
O -2.764 -4.017 5.263
C -2.322 -4.315 3.905
O -4.410 -3.267 6.873
C -5.781 -3.547 6.808
H -2.076 -0.092 7.341
H -3.837 -0.536 7.268
H -3.099 0.061 5.770
H -3.097 -4.081 3.188
H -2.153 -5.368 3.811
H -1.393 -3.825 3.663
H -6.255 -2.713 6.246
H -6.300 -3.693 7.801
H -5.838 -4.529 6.304
C 5.006 -3.977 -3.665
O 4.944 -3.095 -2.578
P 3.545 -2.416 -2.248
O 2.805 -2.173 -3.476
O 2.926 -3.328 -1.155
C 3.428 -3.496 0.133
O 3.865 -1.200 -1.334
C 4.604 -0.101 -1.879
H 4.601 -4.978 -3.521
H 6.099 -3.998 -3.880
H 4.370 -3.587 -4.452
H 4.417 -3.055 0.304
H 3.438 -4.589 0.491
H 2.794 -2.940 0.904
H 5.164 -0.502 -2.765
H 5.303 0.130 -1.052
H 3.887 0.663 -2.207
C 1.597 0.512 0.144
O 0.211 0.345 0.466
P -0.407 -1.067 0.817
O 0.218 -1.734 1.924
O -1.904 -0.713 1.105
C -2.681 -1.772 1.695
O -0.353 -2.009 -0.479
C -1.088 -1.727 -1.763
H 1.678 0.655 -0.908
H 2.078 -0.414 0.369
H 1.969 1.350 0.742
H -3.741 -1.526 1.613
H -2.362 -1.800 2.736
H -2.482 -2.716 1.243
H -2.198 -1.822 -1.594
H -0.859 -2.486 -2.462
H -0.807 -0.735 -2.154
*
```

LUMO   0.6 eV
ΔE to the lowest compared entry with this formula, charge and spin   198.3 kJ/mol
E   -186641.8953 eV
HOMO-LUMO gap   10.71 eV

---

Computed, not measured: a 12-piece molecular cluster, C27H83N19O12 overall at a distorted geometry, with ωB97M-V/def2-TZVPD.

```
! wB97M-V def2-TZVPD RIJCOSX def2/J DEFGRID3
* xyz 0 1
C -1.215 -3.014 2.870
O 0.160 -3.174 3.159
C 0.644 -4.483 2.957
C 0.171 -5.445 4.051
C 0.291 -4.827 5.454
N 0.944 -6.686 3.930
H -1.813 -3.812 3.320
H -1.367 -3.101 1.784
H -1.571 -2.054 3.228
H 0.297 -4.928 2.020
H 1.731 -4.427 3.031
H -0.872 -5.734 3.897
H -0.466 -4.038 5.554
H 1.221 -4.251 5.494
H 0.180 -5.525 6.277
H 0.615 -7.379 4.592
H 1.908 -6.525 4.214
C -1.129 -0.590 6.329
O -2.357 -0.401 6.993
C -2.985 -1.593 7.374
C -4.474 -1.410 7.457
C -4.927 -0.296 8.416
N -5.076 -2.709 7.777
H -0.510 0.293 6.479
H -1.261 -0.854 5.279
H -0.555 -1.364 6.860
H -2.734 -2.426 6.703
H -2.602 -1.928 8.358
H -4.818 -1.111 6.460
H -6.015 -0.266 8.405
H -4.555 0.646 8.010
H -4.506 -0.489 9.403
H -4.609 -3.088 8.598
H -6.037 -2.592 8.076
C -1.161 5.822 -7.164
O -2.374 5.152 -7.025
C -2.269 3.909 -6.365
C -3.684 3.381 -6.184
C -3.683 2.003 -5.550
N -4.398 3.303 -7.476
H -0.391 5.170 -7.606
H -0.724 6.222 -6.239
H -1.265 6.672 -7.838
H -1.703 3.222 -7.021
H -1.690 4.008 -5.439
H -4.154 4.078 -5.485
H -4.662 1.546 -5.419
H -3.132 2.028 -4.608
H -3.183 1.294 -6.224
H -4.005 4.069 -8.030
H -4.019 2.503 -7.983
C 3.258 -4.710 -0.251
O 2.671 -3.659 -0.995
C 1.287 -3.495 -0.671
C 0.657 -2.655 -1.774
C -0.849 -2.607 -1.593
N 1.022 -3.204 -3.090
H 3.351 -4.499 0.817
H 4.294 -4.826 -0.585
H 2.788 -5.671 -0.479
H 0.819 -4.485 -0.662
H 1.216 -2.992 0.300
H 1.014 -1.623 -1.728
H -1.291 -1.901 -2.299
H -1.027 -2.127 -0.623
H -1.401 -3.546 -1.610
H 0.366 -3.924 -3.393
H 1.849 -3.800 -3.031
C -0.867 1.273 -2.562
O -0.517 0.507 -1.440
C 0.543 1.067 -0.704
C 0.806 0.331 0.604
C -0.251 0.623 1.646
N 2.153 0.729 1.084
H -1.826 0.994 -2.995
H -0.120 1.120 -3.350
H -0.920 2.342 -2.328
H 1.449 1.040 -1.332
H 0.429 2.130 -0.445
H 0.863 -0.757 0.497
H -1.246 0.252 1.378
H -0.404 1.687 1.842
H -0.042 0.076 2.570
H 2.116 1.746 1.177
H 2.752 0.549 0.278
N 1.095 -0.117 -7.355
C 1.081 -0.205 -5.991
N 0.431 -1.301 -5.492
O 1.614 0.623 -5.259
H 0.553 -0.754 -7.908
H 1.438 0.717 -7.795
H -0.244 -1.795 -6.043
H 0.624 -1.512 -4.522
N -5.318 1.787 -0.498
C -3.954 1.853 -0.473
N -3.323 0.638 -0.440
O -3.319 2.900 -0.488
H -5.795 0.911 -0.587
H -5.860 2.604 -0.289
H -2.315 0.608 -0.403
H -3.842 -0.219 -0.391
N -0.927 4.135 0.477
C -1.142 4.559 1.770
N -0.644 5.810 2.048
O -1.681 3.851 2.599
H -0.731 4.854 -0.200
H -1.556 3.395 0.175
H -0.029 6.318 1.441
H -0.643 6.101 3.009
N 1.635 3.333 -3.360
C 2.982 3.483 -3.572
N 3.543 2.502 -4.321
O 3.612 4.449 -3.157
H 1.213 2.434 -3.492
H 1.258 3.900 -2.620
H 3.034 1.648 -4.525
H 4.455 2.669 -4.698
N 2.534 -1.577 3.001
C 3.789 -2.072 2.952
N 4.742 -1.111 2.652
O 4.071 -3.249 3.140
H 1.744 -2.204 3.124
H 2.331 -0.631 2.697
H 5.696 -1.421 2.683
H 4.487 -0.309 2.104
N 4.077 -1.157 -1.046
C 4.164 -0.554 -2.268
N 3.347 -1.088 -3.227
O 4.887 0.411 -2.470
H 3.494 -1.957 -0.848
H 4.725 -0.866 -0.339
H 2.732 -1.862 -3.023
H 3.354 -0.743 -4.167
N 4.976 3.009 1.736
C 3.772 3.649 1.950
N 3.341 4.354 0.842
O 3.017 3.405 2.869
H 5.738 3.427 1.236
H 5.197 2.248 2.352
H 3.958 4.568 0.080
H 2.430 4.766 0.921
*
```

LUMO   0.1 eV
ΔE to the lowest compared entry with this formula, charge and spin   48.8 kJ/mol
E   -82232.8729 eV
SMILES   COC[C@H](C)N.COC[C@H](C)N.COC[C@H](C)N.COC[C@H](C)N.COC[C@H](C)N.NC(N)=O.NC(N)=O.NC(N)=O.NC(N)=O.NC(N)=O.NC(N)=O.NC(N)=O
HOMO-LUMO gap   9.05 eV